Entry 1:
{"formula": "C4H11N2", "method": "ωB97M-V/def2-TZVPD", "species": ["C", "C", "C", "C", "N", "N", "H", "H", "H", "H", "H", "H", "H", "H", "H", "H", "H"], "coordinates": [[-0.629, -0.509, -2.677], [-1.052, -0.346, -1.264], [-0.844, 0.885, -0.656], [-1.469, 1.329, 0.490], [-1.480, 2.689, 0.742], [3.168, -2.509, 2.938], [-1.389, -0.307, -3.436], [-0.192, -1.467, -2.954], [-1.791, -0.937, -0.722], [3.593, -2.995, 3.721], [-0.113, 1.563, -1.081], [-2.008, 0.781, 1.258], [-0.888, 3.084, 1.430], [-1.996, 3.319, 0.151], [3.743, -1.706, 2.711], [0.119, 0.278, -2.810], [3.229, -3.152, 2.160]], "atomic_forces_ev_per_a": [[1.255, 0.189, 0.471], [-1.721, 1.412, -0.092], [0.438, -0.738, -0.494], [-0.130, 1.481, 0.488], [-0.393, -0.832, -0.643], [-0.104, -0.097, -0.018], [-0.525, -0.036, 0.465], [-0.123, -0.198, 0.292], [0.367, -0.747, -0.380], [-0.002, 0.207, 0.013], [-0.360, 0.219, -0.250], [0.573, -0.897, -0.076], [-0.173, 0.286, 1.284], [0.692, 0.094, -0.644], [0.087, -0.112, 0.095], [0.106, -0.248, -0.401], [0.010, 0.017, -0.113]], "total_energy_ha": -268.17462, "charge": 1, "multiplicity": 1}

Entry 2:
{"formula": "C44H41F3KN7O4Se", "method": "ωB97M-V/def2-TZVPD", "species": ["K", "C", "C", "C", "C", "C", "C", "N", "C", "C", "C", "C", "C", "C", "N", "N", "C", "C", "C", "C", "C", "N", "H", "H", "H", "H", "H", "H", "H", "H", "H", "H", "H", "H", "H", "O", "C", "O", "C", "C", "C", "C", "C", "C", "C", "C", "C", "N", "H", "H", "H", "H", "H", "H", "C", "C", "C", "C", "N", "C", "Se", "N", "C", "C", "C", "C", "C", "C", "C", "C", "C", "C", "H", "H", "H", "H", "H", "H", "H", "H", "H", "H", "H", "H", "H", "H", "H", "H", "H", "H", "H", "H", "H", "H", "F", "C", "F", "F", "C", "O", "O"], "coordinates": [[1.693, -1.162, 0.401], [4.309, -6.368, -0.578], [3.237, -6.214, 0.291], [3.078, -5.046, 1.018], [3.989, -3.991, 0.896], [5.060, -4.154, 0.010], [5.217, -5.326, -0.714], [3.801, -2.791, 1.573], [4.218, -2.654, 2.806], [4.928, -3.694, 3.533], [5.383, -3.507, 4.801], [5.186, -2.283, 5.491], [4.521, -1.275, 4.850], [4.027, -1.417, 3.537], [3.344, -0.418, 2.887], [3.250, 0.688, 3.487], [2.539, 1.671, 2.768], [2.197, 2.828, 3.475], [1.499, 3.824, 2.829], [1.144, 3.645, 1.497], [1.518, 2.463, 0.883], [2.227, 1.508, 1.483], [4.423, -7.277, -1.157], [2.504, -7.008, 0.390], [2.228, -4.918, 1.678], [5.755, -3.331, -0.107], [6.051, -5.422, -1.401], [5.089, -4.638, 3.029], [5.907, -4.317, 5.299], [5.546, -2.160, 6.506], [4.338, -0.330, 5.344], [2.478, 2.895, 4.518], [1.216, 4.726, 3.359], [0.579, 4.387, 0.951], [1.222, 2.271, -0.143], [-0.245, -3.229, -2.741], [0.759, -2.576, -2.384], [1.583, -2.791, -1.479], [0.996, -1.279, -3.192], [0.461, -1.180, -4.508], [0.597, -0.020, -5.199], [1.249, 1.080, -4.588], [1.391, 2.343, -5.207], [2.022, 3.367, -4.558], [2.550, 3.167, -3.263], [2.425, 1.956, -2.645], [1.759, 0.886, -3.288], [1.636, -0.292, -2.614], [-0.062, -2.040, -4.901], [0.194, 0.093, -6.201], [0.979, 2.487, -6.200], [2.116, 4.337, -5.032], [3.047, 3.985, -2.755], [2.818, 1.780, -1.651], [-5.116, -0.990, -3.074], [-4.110, 0.073, -3.507], [-2.654, -0.360, -3.368], [-2.236, -0.719, -1.946], [-2.691, 0.203, -0.913], [-2.302, 1.492, -0.756], [-1.321, 2.510, -1.935], [-2.806, 1.923, 0.432], [-2.570, 3.214, 1.048], [-3.832, 4.073, 1.063], [-4.276, 4.542, -0.321], [-3.375, 5.625, -0.903], [-3.478, 0.889, 1.057], [-4.092, 0.809, 2.296], [-4.660, -0.407, 2.643], [-4.597, -1.506, 1.785], [-3.958, -1.429, 0.557], [-3.403, -0.208, 0.204], [-6.141, -0.676, -3.282], [-5.049, -1.192, -2.005], [-4.937, -1.931, -3.602], [-4.267, 0.989, -2.929], [-4.290, 0.336, -4.554], [-2.007, 0.431, -3.745], [-2.467, -1.254, -3.971], [-1.158, -0.836, -1.866], [-2.643, -1.693, -1.683], [-1.775, 3.687, 0.476], [-2.188, 3.019, 2.052], [-3.643, 4.943, 1.702], [-4.639, 3.505, 1.534], [-5.304, 4.915, -0.259], [-4.289, 3.685, -1.002], [-3.338, 6.497, -0.242], [-3.737, 5.954, -1.879], [-2.361, 5.249, -1.046], [-4.078, 1.642, 2.983], [-5.126, -0.517, 3.614], [-5.021, -2.451, 2.099], [-3.867, -2.301, -0.075], [-1.612, -2.172, 2.514], [-0.948, -1.220, 3.204], [0.261, -1.738, 3.502], [-1.606, -1.072, 4.370], [-0.796, 0.111, 2.395], [-0.998, 1.146, 3.040], [-0.473, -0.074, 1.207]], "atomic_forces_ev_per_a": [[0.502, 0.112, 0.269], [0.012, 0.012, -0.003], [-0.004, -0.001, 0.002], [-0.007, -0.024, -0.024], [0.052, -0.050, 0.073], [-0.012, 0.004, 0.015], [-0.002, -0.018, -0.006], [-0.116, 0.097, -0.095], [0.060, -0.057, -0.012], [-0.039, 0.034, -0.040], [0.002, 0.056, 0.046], [0.043, -0.066, 0.032], [-0.050, 0.046, -0.058], [0.081, -0.150, 0.037], [-0.033, 0.152, 0.104], [0.050, -0.029, 0.000], [-0.102, 0.061, -0.176], [0.080, -0.111, 0.029], [-0.038, 0.073, -0.034], [0.000, 0.015, 0.107], [0.069, -0.059, -0.008], [-0.108, 0.038, -0.030], [0.001, 0.000, -0.002], [-0.002, 0.003, 0.003], [0.002, 0.006, 0.001], [0.001, -0.001, -0.001], [0.001, 0.003, 0.000], [0.010, -0.008, 0.019], [-0.002, -0.011, -0.014], [-0.004, 0.004, -0.002], [0.001, -0.001, -0.003], [-0.010, 0.014, -0.004], [0.000, -0.005, 0.002], [-0.024, -0.004, -0.028], [-0.028, 0.017, 0.017], [0.052, 0.072, -0.034], [0.052, -0.070, -0.186], [-0.189, -0.362, -0.159], [0.019, 0.108, 0.015], [0.023, 0.030, 0.023], [0.003, 0.028, -0.012], [0.001, -0.006, -0.012], [-0.004, -0.007, 0.004], [-0.001, 0.000, -0.002], [-0.001, 0.017, -0.004], [0.023, 0.011, -0.013], [0.083, -0.027, 0.019], [-0.137, -0.082, -0.034], [0.004, -0.017, 0.021], [0.002, -0.001, -0.001], [0.000, 0.003, 0.000], [-0.001, 0.001, 0.000], [0.001, -0.003, 0.005], [0.006, -0.011, -0.009], [0.034, 0.024, -0.029], [0.004, -0.050, 0.011], [-0.031, 0.055, -0.009], [0.010, -0.205, -0.067], [0.027, -0.024, 0.009], [-0.034, 0.095, 0.061], [0.011, -0.058, 0.003], [0.021, -0.036, -0.031], [-0.015, 0.031, 0.048], [0.014, -0.003, -0.013], [0.020, 0.010, -0.007], [-0.005, -0.008, 0.011], [-0.004, -0.035, 0.007], [-0.007, -0.005, 0.003], [0.008, 0.004, -0.015], [-0.011, 0.013, -0.043], [-0.052, 0.024, 0.000], [-0.061, 0.005, 0.033], [-0.005, -0.002, 0.001], [-0.004, -0.013, 0.026], [-0.007, 0.000, 0.009], [-0.001, 0.008, -0.012], [0.001, 0.018, 0.003], [-0.027, -0.025, 0.008], [0.015, -0.002, -0.004], [0.024, 0.176, -0.042], [-0.002, -0.006, 0.030], [0.047, 0.021, -0.011], [0.022, -0.017, 0.017], [-0.008, -0.002, 0.006], [-0.003, 0.001, 0.024], [-0.001, -0.008, -0.006], [-0.014, -0.003, 0.000], [0.000, 0.008, 0.002], [0.009, 0.004, 0.000], [-0.015, 0.009, -0.004], [-0.003, 0.005, 0.006], [0.003, 0.002, 0.001], [0.007, 0.000, 0.003], [0.008, -0.002, -0.003], [0.023, -0.014, 0.005], [-0.090, 0.018, -0.005], [0.126, -0.037, 0.015], [0.002, -0.011, 0.032], [-0.054, 0.052, 0.201], [-0.035, 0.065, -0.110], [-0.268, 0.084, 0.001]], "total_energy_ha": -5686.74740, "charge": -2, "multiplicity": 1}

Entry 3:
{"formula": "C2H8OS", "method": "ωB97M-V/def2-TZVPD", "species": ["O", "H", "H", "H", "C", "C", "S", "H", "H", "H", "H", "H"], "coordinates": [[2.305, 0.624, -1.166], [2.121, 0.015, -1.782], [1.603, 1.021, -0.766], [-0.071, 3.012, -2.694], [-0.512, -1.577, 1.893], [-1.154, -0.653, 0.797], [-1.228, -1.816, -0.593], [0.535, -1.794, 1.729], [-0.003, 3.254, -1.931], [-0.954, -2.018, 2.798], [-0.480, 0.269, 0.591], [-2.162, -0.338, 1.124]], "atomic_forces_ev_per_a": [[4.935, 2.049, 2.113], [-1.727, -3.290, -3.271], [-3.233, 1.219, 1.166], [0.160, 0.548, 1.780], [-0.647, 0.947, -3.650], [0.950, 1.199, 2.229], [0.714, -0.585, 2.257], [0.009, -0.015, 0.008], [-0.163, -0.549, -1.772], [-0.459, 0.030, -0.957], [-1.163, -1.564, 0.369], [0.622, 0.012, -0.272]], "total_energy_ha": -554.25032, "multiplicity": 1}

Entry 4:
{"formula": "C19H27N3O2S", "method": "ωB97M-V/def2-TZVPD", "species": ["C", "C", "C", "C", "N", "C", "O", "C", "C", "C", "C", "C", "C", "C", "C", "C", "C", "C", "O", "N", "C", "N", "C", "C", "S", "H", "H", "H", "H", "H", "H", "H", "H", "H", "H", "H", "H", "H", "H", "H", "H", "H", "H", "H", "H", "H", "H", "H", "H", "H", "H", "H"], "coordinates": [[-1.677, -3.540, 1.361], [-1.788, -3.334, -0.150], [-3.140, -3.835, -0.653], [-1.586, -1.870, -0.575], [-0.243, -1.421, -0.258], [0.413, -0.498, -0.997], [-0.131, 0.084, -1.927], [1.816, -0.232, -0.602], [2.349, 1.021, -0.878], [3.652, 1.328, -0.535], [4.473, 0.390, 0.083], [5.911, 0.680, 0.476], [6.337, 2.113, 0.143], [6.838, -0.283, -0.279], [6.066, 0.475, 1.990], [3.935, -0.871, 0.335], [2.632, -1.184, 0.005], [-2.614, -0.884, 0.006], [-3.402, -1.130, 0.891], [-2.538, 0.331, -0.598], [-3.327, 1.391, -0.239], [-3.229, 2.525, -0.781], [-4.141, 3.505, -0.277], [-5.049, 2.903, 0.820], [-4.535, 1.160, 1.034], [-1.844, -4.588, 1.596], [-0.692, -3.270, 1.738], [-2.426, -2.946, 1.875], [-0.996, -3.913, -0.642], [-3.252, -4.893, -0.433], [-3.229, -3.696, -1.728], [-3.945, -3.294, -0.162], [-1.681, -1.804, -1.669], [0.175, -1.779, 0.585], [1.722, 1.753, -1.365], [4.020, 2.315, -0.762], [7.368, 2.265, 0.453], [6.278, 2.301, -0.927], [5.719, 2.837, 0.668], [7.876, -0.076, -0.028], [6.712, -0.162, -1.353], [6.627, -1.319, -0.025], [5.393, 1.137, 2.530], [5.844, -0.548, 2.279], [7.087, 0.699, 2.294], [4.543, -1.635, 0.796], [2.267, -2.184, 0.192], [-1.828, 0.494, -1.321], [-4.734, 3.879, -1.117], [-3.554, 4.343, 0.114], [-4.934, 3.411, 1.776], [-6.100, 2.913, 0.536]], "atomic_forces_ev_per_a": [[0.004, 0.026, -0.152], [-0.186, 0.177, 0.024], [0.180, 0.053, 0.024], [-0.064, -0.310, -0.174], [-0.061, -0.184, 0.183], [-0.062, -0.149, 0.101], [0.106, 0.109, -0.210], [0.388, 0.235, -0.049], [-0.248, -0.162, -0.024], [0.054, -0.029, 0.033], [-0.065, 0.009, -0.034], [0.214, 0.045, 0.058], [-0.109, -0.231, 0.039], [-0.103, 0.115, 0.080], [-0.021, 0.032, -0.172], [0.015, -0.012, 0.041], [-0.120, 0.068, -0.045], [0.325, -0.174, -0.334], [0.024, -0.391, 0.114], [0.245, 0.018, -0.336], [-0.641, 0.552, 0.436], [0.726, -0.379, -0.573], [-0.246, 0.260, 0.152], [0.023, -0.232, 0.050], [-0.347, 0.458, 0.166], [0.062, -0.114, 0.053], [0.123, -0.020, 0.136], [-0.004, -0.006, 0.078], [-0.056, 0.130, 0.000], [-0.034, -0.111, -0.005], [-0.056, -0.019, -0.136], [-0.115, 0.007, 0.025], [0.012, -0.030, 0.191], [0.061, 0.097, -0.054], [-0.053, 0.056, -0.050], [0.074, 0.106, -0.001], [0.087, 0.007, 0.027], [-0.013, 0.088, -0.118], [-0.059, 0.132, 0.018], [0.134, 0.008, 0.032], [0.019, -0.015, -0.120], [-0.006, -0.133, 0.011], [-0.055, 0.056, 0.094], [-0.025, -0.115, 0.061], [0.128, 0.015, 0.048], [0.084, -0.066, 0.042], [-0.031, -0.086, 0.013], [-0.138, -0.098, 0.173], [0.012, 0.082, 0.127], [-0.143, 0.017, -0.037], [-0.050, 0.038, -0.034], [0.011, 0.069, 0.029]], "total_energy_ha": -1453.19923, "multiplicity": 1}

no.,gap between HOMO and LUMO (Ha)
1,0.2034
2,0.2085
3,0.2526
4,0.3208